The following is a quantum chemistry calculation of an isolated molecule of C5H7N3O at a distorted geometry, from OMol25.

Gap between HOMO and LUMO ... 0.35724 hartree
SMILES ... C1=N[C@@H]2CON=C2CN1
Max |F| ... 3.2 eV/Å
HOMO level ... -9.072 eV

The geometry in XYZ format:
```
16
Properties=species:S:1:pos:R:3:forces:R:3:mulliken_charge:R:1
C 1.569182 -0.911020 -0.299792 1.242 0.837 -0.556 -0.051
N 0.493086 -1.495640 -0.028360 -1.149 -0.196 0.277 -0.644
C -0.580295 -0.670522 0.572174 0.418 0.738 -2.858 0.394
C -1.929686 -0.964934 -0.137234 0.387 0.662 1.850 -0.608
O -2.596518 0.343434 -0.176439 0.903 -1.014 -0.359 -0.229
N -1.577726 1.304544 -0.275057 1.266 0.089 0.350 -0.564
C -0.464857 0.829457 0.161283 -1.324 -1.333 -0.439 0.238
C 0.901291 1.453111 0.105193 -2.143 2.205 -0.862 -0.375
N 1.857682 0.434572 -0.061078 2.893 -0.626 -0.881 -0.243
H 2.381359 -1.483392 -0.813252 -0.554 0.551 0.673 0.328
H -0.520240 -0.786624 1.619163 -0.365 -0.195 1.332 0.358
H -2.546100 -1.653906 0.411839 -0.467 -0.013 0.423 0.294
H -1.744736 -1.442545 -1.085122 0.103 0.497 -0.780 0.290
H 0.903936 2.262728 -0.735370 0.095 -1.436 1.292 0.300
H 1.040777 1.982113 1.042853 0.244 0.244 0.262 0.260
H 2.812850 0.798624 -0.300798 -1.547 -1.011 0.275 0.251
```
Forces are in eV/Å.